1.
# C26H23ClDyF5N7O3SSe

C26H23ClDyF5N7O3SSe as an isolated structure at a distorted geometry (the ωB97M-V functional and the def2-TZVPD basis, OMol25).

Results
net charge = +1
HOMO (alpha / beta) = -0.3816 / -0.3800 hartree
E_LUMO (alpha / beta) = -0.10844 / -0.10799 Eh
2S+1 = 6
Kohn-Sham gap (alpha / beta) = 7.434 / 7.403 eV

Geometry as XYZ:
```
68
Properties=species:S:1:pos:R:3:forces:R:3:lowdin_spin:R:1
Dy 0.704730 0.776026 0.150751 0.447 -0.605 -0.159 5.0643
Cl -5.938197 4.089951 -0.123378 -0.133 -0.172 0.122 0.0001
C -4.336956 3.483243 0.219476 -0.895 1.038 -0.238 0.0002
C -3.868124 3.554583 1.510076 0.878 0.048 1.740 -0.0002
C -2.570598 3.108103 1.839838 -2.387 0.463 -1.845 0.0001
C -1.736998 2.663839 0.800604 0.836 0.032 -0.150 -0.0008
O -0.548462 2.179578 1.163529 -1.227 0.465 -0.835 -0.0095
C -2.195424 2.762385 -0.586098 -0.806 -0.318 0.504 0.0003
C -1.314421 2.454921 -1.699824 -0.678 1.290 0.972 -0.0010
O -0.143373 2.136647 -1.560317 1.058 -0.842 -0.097 -0.0102
C -3.558297 3.149061 -0.836748 1.052 -1.037 -0.299 -0.0001
H -4.532173 4.002937 2.281274 0.586 -0.616 -0.525 0.0000
H -2.309916 3.047248 2.860422 0.643 0.058 0.781 0.0000
H -1.646951 2.675728 -2.710471 -0.482 -0.089 -0.302 -0.0001
H -4.105481 3.095448 -1.791168 1.029 0.133 0.101 0.0000
C -0.110372 1.958211 4.474785 1.717 -0.001 1.299 0.0000
C 1.252666 1.222204 4.341766 0.391 0.348 0.633 0.0001
C 1.192378 -0.119384 3.654992 -0.543 1.348 -0.739 0.0000
N 0.948408 -0.200963 2.389867 0.223 -0.432 -0.625 -0.0106
N 0.920603 -1.474682 1.869160 -0.258 -0.520 0.216 -0.0053
C 1.080017 -2.413158 2.791570 0.063 3.370 0.450 -0.0002
N 0.998250 -3.707009 2.549650 -0.197 -0.722 -0.905 0.0001
S 1.334998 -1.651001 4.340640 0.282 -1.251 1.046 -0.0006
H -0.023563 2.907432 5.035880 0.452 -0.395 -0.290 0.0000
H -0.784454 1.375513 5.086322 -0.697 -0.323 -0.592 0.0000
H -0.298695 2.210784 3.464353 -1.390 -0.008 -0.807 0.0000
H 1.791441 1.112913 5.268684 -0.165 -0.261 0.711 0.0000
H 1.926175 1.895603 3.814920 0.040 -0.261 -0.633 0.0000
H 0.502960 -3.846986 1.679370 0.168 -0.781 0.143 0.0000
H 1.021822 -4.409709 3.264705 -0.080 -0.009 -0.027 0.0000
C 1.366899 -2.559555 -3.621312 0.012 1.410 1.392 0.0000
N 1.770154 -1.162610 -3.792882 -0.462 -0.706 -0.697 0.0002
C 1.845970 -0.234352 -2.861003 0.831 1.682 0.216 -0.0001
N 2.419175 0.952651 -3.258267 -0.575 -0.185 1.076 0.0003
O 1.426522 -0.373499 -1.684502 -0.189 -0.465 -0.403 -0.0105
H 0.424536 -2.761721 -4.068249 -0.797 -0.214 -0.377 0.0000
H 1.365250 -2.838648 -2.565564 -0.213 0.370 -0.062 0.0000
H 2.137692 -3.105613 -4.044694 1.230 -1.454 -1.075 0.0000
H 2.072702 -0.867539 -4.713871 -0.032 -0.331 0.243 0.0000
H 2.996218 1.003351 -4.070143 0.163 -0.299 -0.459 0.0000
H 2.813857 1.474895 -2.480278 -0.214 0.061 0.074 0.0001
F 5.286438 -3.956327 1.199067 0.493 -1.456 -0.061 0.0001
C 4.963793 -2.718448 1.001186 -0.079 1.405 -0.374 0.0003
C 4.587768 -1.924707 2.045041 -0.568 -0.338 1.055 -0.0001
F 4.550102 -2.322166 3.332201 0.368 -0.342 -0.496 0.0000
C 4.099083 -0.690131 1.776902 -0.132 2.856 -1.402 0.0004
F 3.909202 0.120893 2.827402 -0.398 -0.074 0.259 0.0000
C 3.963043 -0.102498 0.486585 1.049 -1.078 -0.373 -0.0008
Se 3.420886 1.692957 0.134684 -0.243 0.179 0.453 -0.0067
C 4.482519 -0.891451 -0.574925 -0.704 0.788 1.035 0.0003
F 4.478632 -0.451227 -1.860244 0.089 -0.585 1.120 0.0001
C 4.965552 -2.140819 -0.265590 0.023 -2.251 -1.762 -0.0001
F 5.242837 -3.030274 -1.286832 0.009 1.024 0.741 0.0000
N -3.777106 -0.572143 0.054497 0.162 -0.007 0.268 0.0001
C -2.570371 -0.306666 0.546412 -0.113 -0.305 0.444 -0.0002
N -1.648895 -0.301950 -0.359110 1.766 0.089 -0.338 -0.0096
C -2.296706 -0.592094 -1.549101 0.826 0.652 -1.478 -0.0001
C -1.862068 -0.650768 -2.890367 0.922 -0.861 0.609 0.0000
C -2.802838 -0.954600 -3.846201 -1.220 0.471 1.238 0.0000
C -4.187141 -1.062073 -3.567058 0.245 0.493 2.154 0.0000
C -4.655082 -0.977966 -2.226503 2.828 -0.234 -2.862 0.0000
C -3.630509 -0.744068 -1.317589 -2.614 -0.280 1.397 -0.0001
H -4.544555 -0.688393 0.677542 -0.825 -0.073 -0.212 0.0000
H -2.430653 -0.175494 1.596279 0.259 0.248 0.442 0.0001
H -0.785277 -0.645944 -3.106184 -0.587 0.249 -0.052 0.0000
H -2.563233 -1.121591 -4.843782 0.828 -0.019 -1.589 0.0000
H -4.855711 -1.124247 -4.394402 -0.485 -0.452 -0.313 0.0000
H -5.630703 -1.234638 -1.973771 -1.582 0.079 0.520 0.0000
```
Positions in Å, forces in eV/Å.

***

2.
# C18H72N36O18

A 18-piece molecular cluster, C18H72N36O18 overall at a distorted geometry (the ωB97M-V functional and the def2-TZVPD basis, OMol25).

Results
net charge = 0
HOMO = -0.3113 hartree
E_LUMO = -0.00987 Eh
Kohn-Sham gap = 8.204 eV

Geometry as XYZ:
```
144
Properties=species:S:1:pos:R:3:forces:R:3:lowdin_charge:R:1
C -4.477598 -19.094389 11.700392 0.150 0.717 3.194 -0.6980
O -4.523335 -18.911015 12.938319 0.443 -0.292 -1.110 -0.0107
N -3.485630 -18.788157 10.892076 2.984 1.138 -1.581 0.1815
N -5.448973 -19.614197 11.001130 -2.920 -1.850 -0.363 0.1456
H -3.648510 -18.973207 9.912627 0.323 0.203 0.055 0.0888
H -2.701809 -18.191919 11.116200 -0.393 -0.206 0.349 0.1204
H -5.292301 -19.856759 10.033294 -0.064 -0.493 -0.068 0.0425
H -6.153593 -20.119188 11.519388 -0.271 -0.138 0.065 0.0844
C -14.347638 -19.928188 6.740812 0.091 -0.325 1.016 -0.8717
O -13.863504 -20.197635 5.708383 2.050 -1.038 -6.557 0.0716
N -14.437626 -20.820970 7.646739 -0.661 -4.116 3.670 0.2056
N -14.693946 -18.795551 7.186348 -2.255 7.281 1.365 0.1696
H -14.811717 -20.581007 8.553695 0.183 -0.647 -0.183 0.1143
H -14.087155 -21.721323 7.352387 -0.502 -0.179 1.400 0.0861
H -14.478115 -18.555196 8.143295 -0.394 -0.288 0.199 0.0376
H -14.884886 -17.942102 6.681102 0.201 -0.675 -0.683 0.1261
C -7.596443 -20.080618 4.796126 -0.445 -0.940 -1.305 -0.7758
O -8.644987 -19.501054 4.794653 -1.095 0.978 -0.079 0.0871
N -6.944851 -20.621332 3.773271 0.280 -0.554 -4.681 0.1342
N -6.919356 -20.488941 5.819143 0.812 0.201 5.945 0.1592
H -7.442827 -20.611662 2.894621 0.599 0.188 -0.169 0.1117
H -5.935621 -20.649825 3.800408 -0.433 0.022 -0.394 0.1028
H -7.363887 -20.186132 6.674017 0.784 -0.347 0.613 0.0750
H -6.222695 -21.220006 5.801537 -0.411 0.436 0.047 0.1033
C -7.631446 -17.519493 15.592286 -1.360 0.720 -2.108 -0.7481
O -7.507825 -16.943032 14.504044 0.474 -0.555 0.832 0.0252
N -7.015789 -18.612338 15.986830 3.513 -1.981 -0.769 0.1563
N -8.619725 -17.324987 16.423638 -3.226 2.497 2.266 0.1477
H -7.195904 -19.073938 16.866937 0.071 0.034 -0.616 0.1128
H -6.486639 -18.999667 15.218670 0.417 -0.380 0.706 0.0727
H -8.711347 -17.855240 17.278358 -0.303 0.114 -0.478 0.1077
H -9.448783 -16.840568 16.110442 0.285 0.228 0.266 0.1174
C -10.644162 -23.580287 16.092491 2.044 1.928 0.469 -0.8175
O -10.668177 -22.468009 15.629653 0.172 2.418 -1.775 0.0381
N -9.564547 -24.058457 16.681736 3.488 -0.782 1.309 0.1643
N -11.604004 -24.388316 16.050363 -4.034 -2.714 -0.528 0.2200
H -8.763814 -23.461996 16.529610 -0.115 -0.350 0.811 0.0775
H -9.648238 -24.616012 17.519738 0.359 0.169 -0.227 0.1134
H -11.511076 -25.243395 16.579783 -1.036 0.066 -0.553 0.1370
H -12.406653 -23.933889 15.638837 -0.980 -1.197 0.746 0.1033
C -11.463419 -18.877468 15.389154 1.175 -1.573 0.686 -0.6992
O -11.212926 -18.760464 16.581529 -0.992 0.854 0.634 0.0037
N -10.475391 -18.897019 14.484071 0.917 0.576 -0.818 0.1862
N -12.649002 -19.202987 14.835412 -1.742 0.422 0.324 0.1694
H -9.558888 -18.648198 14.827870 -0.219 -0.383 -0.334 0.0736
H -10.648838 -19.504909 13.696365 0.430 0.310 -0.133 0.0484
H -12.705745 -19.406585 13.847774 0.060 -0.177 0.157 0.0580
H -13.391350 -19.497573 15.453669 0.352 0.003 -0.171 0.0800
C -11.850312 -22.903424 6.949977 2.386 1.625 1.522 -0.8399
O -11.228897 -23.860966 7.262872 1.990 -4.403 0.818 0.0425
N -12.876919 -22.853943 6.195295 -4.143 -1.847 -3.146 0.1769
N -11.480971 -21.715202 7.349171 0.749 3.946 1.291 0.1972
H -13.360471 -21.990304 5.994309 0.320 -0.031 -1.241 0.0601
H -13.000447 -23.713980 5.680344 -0.678 0.374 -0.082 0.1364
H -10.645900 -21.541868 7.890203 -0.314 -0.279 -0.267 0.0947
H -12.005821 -20.929695 6.991953 0.674 0.369 0.234 0.0769
C -4.326882 -21.396241 8.027556 -1.951 3.674 2.014 -0.8139
O -4.837168 -20.346324 8.415498 -0.321 1.074 -0.012 0.0036
N -3.443321 -21.449780 7.133221 4.613 1.148 -5.368 0.1959
N -4.590928 -22.526973 8.515678 -2.025 -5.345 2.805 0.2130
H -3.034915 -22.311340 6.800040 0.038 0.486 0.004 0.1286
H -3.185573 -20.562058 6.726271 0.213 -0.351 -0.196 0.1401
H -5.278061 -22.569899 9.254663 0.178 -0.468 -0.166 0.1313
H -4.163808 -23.335906 8.087536 -0.529 -0.176 0.724 0.1299
C -8.003144 -22.139459 8.990956 -1.486 -3.611 -1.866 -0.9176
O -7.993855 -20.989161 8.968815 1.436 8.978 -0.021 0.0839
N -8.436655 -22.805036 9.964810 -1.527 -2.439 7.377 0.2109
N -7.908398 -22.900111 7.976876 2.155 -3.301 -6.491 0.2077
H -8.804783 -23.745210 9.939095 0.195 0.402 0.226 0.1418
H -8.401167 -22.225271 10.791073 -0.438 -1.115 0.787 0.0849
H -7.559912 -22.539899 7.099997 -0.401 0.019 0.069 0.1043
H -7.951523 -23.906669 8.048083 -0.050 0.356 -0.074 0.1286
C -6.885130 -21.425530 13.927263 -0.379 0.867 -1.201 -0.6471
O -7.208178 -21.358906 12.716923 1.208 0.542 0.535 -0.0208
N -7.663376 -22.055219 14.755992 -1.971 -2.120 2.043 0.1790
N -5.883908 -20.850527 14.624509 1.753 0.334 -1.030 0.1504
H -8.584079 -22.372415 14.488064 -0.014 0.088 0.211 0.1017
H -7.331399 -22.155042 15.704638 -0.663 -0.102 -0.219 0.1034
H -5.840866 -20.915570 15.631494 -0.002 -0.140 -0.489 0.1072
H -5.123284 -20.382915 14.152383 0.077 0.368 -0.302 0.0771
C -11.340386 -17.580393 6.814482 2.340 2.615 -1.492 -0.7330
O -11.194531 -18.478747 7.599220 -0.469 -1.970 1.792 0.0377
N -10.448548 -16.608246 6.625276 2.573 1.487 1.138 0.1740
N -12.276180 -17.391301 5.926023 -4.317 -1.670 -1.401 0.1788
H -10.513460 -15.915325 5.893325 -0.061 -0.354 0.336 0.1098
H -9.717362 -16.485703 7.311168 0.444 0.190 0.049 0.0592
H -12.408723 -16.557577 5.371553 0.194 -0.373 0.417 0.1205
H -13.047086 -18.029161 6.063635 -0.065 0.141 -0.819 0.0603
C -10.003911 -16.362500 11.358902 -0.159 -1.774 -2.108 -0.8440
O -10.023141 -15.338356 11.895979 0.014 6.011 3.524 0.0945
N -10.767145 -16.582795 10.301509 -2.451 -0.862 -1.925 0.1703
N -9.235268 -17.361453 11.661415 2.605 -3.443 1.221 0.2045
H -10.664123 -17.432707 9.765656 -0.372 0.564 -0.455 0.0653
H -11.403861 -15.827317 10.091837 0.162 -0.445 -0.453 0.1218
H -9.384533 -18.281898 11.273326 0.433 0.405 0.016 0.0634
H -8.399796 -17.214966 12.209695 -0.346 0.012 0.321 0.0988
C -16.763728 -23.429284 10.560142 1.315 -1.966 -1.696 -0.7157
O -15.690416 -23.927114 10.224558 -0.274 0.421 0.137 0.0099
N -17.870975 -24.149703 10.495371 -2.296 -1.940 0.377 0.1574
N -17.013705 -22.159923 10.804763 0.365 3.044 0.702 0.1721
H -17.787083 -25.147662 10.364428 -0.012 0.311 0.087 0.1189
H -18.787570 -23.752685 10.644786 0.293 -0.213 -0.067 0.1058
H -16.249711 -21.514247 10.665033 -0.157 -0.089 0.453 0.1068
H -17.774031 -21.913564 11.422267 0.321 0.142 -0.224 0.1106
C -14.670805 -22.073789 16.900262 -0.167 -1.007 1.179 -0.8001
O -14.087575 -22.955296 17.434281 3.053 -3.454 0.847 0.0556
N -15.566227 -21.435481 17.613533 -2.663 2.978 0.268 0.1557
N -14.594738 -21.704025 15.647685 0.005 1.524 -2.607 0.1911
H -15.951976 -20.678516 17.067368 -0.810 0.230 1.358 0.0939
H -15.783139 -21.643295 18.577832 0.230 0.143 -0.530 0.1224
H -15.181764 -20.921892 15.395182 0.370 -0.366 -0.598 0.1022
H -13.914329 -22.056530 14.989751 -0.164 -0.042 0.067 0.0721
C -7.506729 -17.163282 8.938612 -0.735 0.494 -2.622 -0.7770
O -8.102370 -16.185501 8.535162 -0.913 1.919 0.502 0.0250
N -6.678314 -17.335418 9.896992 2.775 1.182 3.949 0.1936
N -7.540478 -18.268330 8.223117 -1.195 -2.696 -2.446 0.1737
H -6.384041 -16.574204 10.492009 -0.135 -0.283 0.001 0.1376
H -6.327968 -18.273186 10.031029 0.121 0.730 0.667 0.0561
H -8.333542 -18.302940 7.598654 0.144 -0.507 -0.151 0.0919
H -7.114156 -19.123029 8.551491 -0.472 0.011 -0.249 0.0468
C -13.516793 -23.227775 12.741170 2.969 0.645 -0.958 -0.8034
O -14.295731 -23.841309 13.380749 -3.115 -2.122 2.351 0.0695
N -13.406148 -23.197523 11.435741 -1.476 -0.145 -1.498 0.1753
N -12.463975 -22.593018 13.217673 2.623 1.796 3.487 0.1545
H -14.102973 -23.855592 11.117174 0.284 0.481 -2.134 0.0738
H -12.566695 -22.725180 11.131935 -0.653 -0.935 -1.187 0.1110
H -12.022921 -22.847841 14.089816 -0.191 0.466 -0.008 0.0542
H -12.010854 -21.842129 12.716719 -0.041 -0.078 0.215 0.0510
C -14.459143 -17.806217 10.808553 0.539 -1.287 0.014 -0.6746
O -14.346686 -18.343296 9.722456 0.310 -0.238 -0.665 0.0167
N -15.607363 -17.386614 11.330949 -2.820 1.569 0.825 0.1627
N -13.508330 -17.775179 11.731295 0.768 0.626 1.277 0.1986
H -15.544087 -16.613063 11.977268 -0.142 -0.194 -0.012 0.1119
H -16.510172 -17.443074 10.881672 0.528 -0.179 -0.436 0.1181
H -12.515736 -17.756555 11.545508 -0.063 0.132 -0.092 0.0873
H -13.883953 -17.486262 12.623217 1.062 -0.082 0.187 0.1102
C -10.959750 -20.019221 11.326664 0.136 -1.734 -1.004 -0.7693
O -11.638141 -20.199872 12.289716 -3.615 0.956 3.956 -0.0209
N -11.465863 -19.739703 10.153762 -0.526 0.730 -1.321 0.2377
N -9.717533 -20.374404 11.405518 4.280 -0.612 -1.446 0.2005
H -10.889510 -19.671454 9.327162 -0.508 0.458 -0.212 0.0795
H -12.431298 -19.447756 10.206608 -0.041 -0.093 -0.935 0.0904
H -9.301897 -20.672913 10.534741 0.630 0.614 0.032 0.0689
H -9.180653 -20.533883 12.246002 -0.361 -0.123 0.072 0.1004
```
Positions in Å, forces in eV/Å.

***

3.
# S2

One molecule with the formula S2 (the ωB97M-V functional and the def2-TZVPD basis, OMol25).

Results
net charge = 0
HOMO = -0.3035 hartree
E_LUMO = -0.09173 Eh
Kohn-Sham gap = 5.762 eV

Geometry as XYZ:
```
2
Properties=species:S:1:pos:R:3:forces:R:3:lowdin_charge:R:1
S -0.379899 0.709365 0.486279 -0.034 0.064 0.044 0.0000
S 0.379899 -0.709365 -0.486279 0.034 -0.064 -0.044 0.0000
```
Positions in Å, forces in eV/Å.

***

Sequential relative energy (zero: lowest compared OMol25 entry of this formula, charge and spin) output: 0.1417; 12.7280; 0.0001 eV